Below is C24H42CeNOP3 as an isolated structure in a non-equilibrium geometry, with properties calculated with wB97M-V/def2-TZVPD.

Results
F_max, eV/Å: 5.806
E_tot, eV: -69871.1439
HOMO-LUMO gap (alpha / beta), eV: 2.4 / 2.3
Expectation value of S²: 0.76

The geometry in ORCA input format:
```
! wB97M-V def2-TZVPD RIJCOSX def2/J DEFGRID3
* xyz 3 2
C 4.27746 -0.24675 -3.48556
C -5.39305 -0.24193 2.86676
H 1.19901 -3.03411 4.07102
H -1.41268 -1.53454 -1.75144
H 1.77708 -0.55440 4.41052
H -3.90700 0.37020 0.03093
H 2.88295 3.13683 1.85580
C -3.01470 -0.49287 3.30034
H -2.66101 2.60483 -2.35966
H -2.57412 1.10398 -3.33040
H -3.22852 1.83931 4.53126
H 1.93243 2.05383 -2.94837
H -7.49812 0.11258 2.60988
H 0.89124 3.33029 3.39271
H 0.55037 3.85136 0.99588
C 3.86807 -3.59320 -0.46080
C -4.19202 0.24663 3.42828
P 2.55529 -0.01955 -3.98671
H -2.81590 -0.82739 -2.60221
H 1.27332 -0.42854 -5.96147
H -5.38244 -1.18774 2.31545
H 0.56439 -3.34328 -2.52934
C 3.11716 -2.42155 -0.42902
P -1.76061 0.75349 -1.03543
H 4.58877 -1.28999 -3.61836
H 4.96356 0.40187 -4.03822
H 2.95917 -0.62556 2.96878
C 3.45677 -4.67264 -1.25784
H 3.40869 1.44750 2.15159
C 0.20975 2.85515 0.67869
C 0.60684 2.26963 3.39977
C -6.54560 1.70508 3.72781
H 4.80712 -3.63545 0.09034
H 1.16885 1.74531 4.18178
H 2.99859 2.33408 -4.36003
H -5.34733 3.13230 4.81483
C -2.05722 1.71836 -2.58244
C 2.06594 -2.29269 -1.34375
H 2.00342 -1.93609 -5.33582
H 2.30404 -3.07150 2.55112
C 2.14204 1.74702 -3.98709
C -2.30113 -0.90105 -1.63557
C 2.07573 -1.05829 3.47299
C 2.75579 2.08903 1.54880
H -3.80557 2.04899 -0.61508
Ce 0.18551 -1.11585 2.22268
C -4.17317 1.47543 4.12192
H 0.49613 2.68812 -0.36813
N -1.95070 -0.98677 3.12981
H -7.47503 2.25381 3.88024
H 3.40411 -1.54295 0.16204
H 1.42086 -0.89094 -2.62910
C 2.24195 -4.59883 -1.95398
H 4.11890 -5.53388 -1.35896
P 1.00692 1.59736 1.73682
H 4.37286 -0.02400 -2.41560
O 1.78252 -0.99091 -1.71314
C 2.18873 -0.87267 -5.54804
H -2.97403 1.62509 0.90982
C -3.26391 1.25225 -0.08550
C 1.71537 -2.46496 3.26532
H -0.88440 2.79342 0.76264
H 1.25176 1.95638 -4.59803
H 3.04229 1.98669 0.49445
H 1.89940 -5.46293 -2.52044
H -0.46644 2.18823 3.62362
C -5.35452 2.19460 4.26681
H -2.96080 -1.36545 -0.89297
H 3.02069 -0.78506 -6.26518
C 1.50953 -3.40787 -1.99653
H -1.09450 2.04807 -2.99600
C -6.56685 0.49507 3.02471
*
```

***

Below is a 12-piece molecular cluster, C24H42Cl12N6 overall in a non-equilibrium geometry, with properties calculated with wB97M-V/def2-TZVPD.

Results
F_max, eV/Å: 4.680
E_tot, eV: -184777.7775
HOMO-LUMO gap, eV: 10.5
SMILES string: ClCCCl.ClCCCl.ClCCCl.ClCCCl.ClCCCl.ClCCCl.CC#N.CC#N.CC#N.CC#N.CC#N.CC#N

The geometry in ORCA input format:
```
! wB97M-V def2-TZVPD RIJCOSX def2/J DEFGRID3
* xyz 0 1
C -3.12104 0.03254 -3.36965
H 0.73008 -0.63622 0.23550
H -1.51165 -2.93338 -3.30642
Cl 5.33007 -5.08304 -0.56092
H 2.72151 2.69452 0.39098
C 0.29952 1.47546 5.68008
Cl -0.76326 -1.02046 4.98997
Cl 4.79976 -2.05829 0.90216
H -0.08599 1.30115 6.68461
H -2.40249 -1.03447 -5.00875
H -0.15731 0.83083 3.65645
Cl 1.45645 -5.23983 -3.03847
H -2.26991 -3.77256 3.70313
Cl -0.83749 1.76297 1.27801
C -0.05008 -4.31538 -2.50444
H 0.22984 -2.64394 -3.84994
Cl 4.74669 3.25471 1.36643
H 2.13851 5.53371 -4.02413
C 1.09765 5.21285 -4.06620
H 0.33181 5.95498 -3.84077
H -3.00816 4.72444 0.34211
H -1.60789 1.11220 4.64734
H 4.77808 -3.11425 -1.64321
H -3.36148 0.47831 -5.42960
H 3.05545 1.38188 3.22252
C -0.57761 0.75657 4.65941
H -1.70529 0.27448 -0.20848
H 0.43864 2.54832 5.54694
C -1.78631 -2.54656 2.05179
C -2.15865 -3.86806 2.62303
C 2.25648 -1.87575 3.34415
N 3.01878 2.25204 -5.81534
C -0.83584 0.92885 -0.27135
H -1.04001 1.59376 -1.11058
H 0.30866 1.29967 -4.12109
N -5.85343 3.88730 -0.99787
C -2.68157 -0.01667 -4.73618
H -0.76233 -5.10865 -2.27749
C 2.83114 -2.30635 4.60334
C -4.72535 4.11129 -0.84541
H 1.31269 -0.12818 -4.48320
H -3.16554 -4.12826 2.29658
N -6.41423 1.83249 3.41083
H 3.67104 1.32668 0.54058
H 3.12869 -3.34939 4.49548
H 3.48114 -4.33734 -1.77010
C 4.20591 -3.86922 -1.10401
C 2.55717 1.89536 2.40024
H 1.37702 0.78967 -0.54514
C 3.33547 2.17988 1.13010
H 3.25747 -3.91775 0.84335
C 0.98448 0.84587 -4.84596
H 2.74426 -2.62436 -0.15677
H -1.71652 0.48942 -4.76149
H -0.78800 -2.26099 2.38335
C 3.62716 -3.20849 0.10283
H 2.03642 -2.40862 5.34231
Cl 1.94472 0.80247 5.69155
H -2.58339 3.69824 -0.98715
H 0.43493 0.78366 -5.78523
H 0.20343 -3.73674 -1.61618
N 0.73592 3.16151 -2.41646
H 1.69336 1.26460 2.19032
Cl -1.05692 -5.19249 2.18407
C -4.05243 1.22463 2.39676
C -5.36263 1.54816 2.95704
C -3.30372 4.45286 -0.67130
N -3.50156 0.06158 -2.26039
N 1.77852 -1.53479 2.34692
C 2.09649 1.63998 -5.37720
H -3.03373 5.32179 -1.27143
H 0.79490 4.89060 -5.06249
C 0.51076 0.12907 -0.50903
H -2.35726 -1.72973 2.49326
Cl 1.93324 3.42472 3.06663
C 0.87061 4.06456 -3.11783
H -3.49546 1.11621 3.32742
H -3.73416 2.09671 1.82557
Cl -0.89472 -4.23053 -5.14102
H 3.63942 -1.68322 4.98609
H -4.08151 0.23884 1.93256
Cl -1.89787 -2.56057 0.32428
Cl 0.38361 -0.84824 -2.04801
C -0.56522 -3.35928 -3.63956
*
```

***

Below is a 10-piece molecular cluster, C24H42Cl16F6O4 overall in a non-equilibrium geometry, with properties calculated with wB97M-V/def2-TZVPD.

Results
F_max, eV/Å: 2.290
E_tot, eV: -250425.6672
HOMO-LUMO gap, eV: 10.9
SMILES string: CCOC(=O)C(F)(F)F.CCOC(=O)C(F)(F)F.ClCCCl.ClCCCl.ClCCCl.ClCCCl.ClCCCl.ClCCCl.ClCCCl.ClCCCl

The geometry in ORCA input format:
```
! wB97M-V def2-TZVPD RIJCOSX def2/J DEFGRID3
* xyz 0 1
C 3.23636 -20.55821 -10.36390
H 11.26950 -19.94240 -15.74822
Cl 12.19672 -21.45570 -14.25924
Cl 6.94940 -15.86557 -9.96830
H 10.20567 -20.20154 -14.27903
H 10.33903 -22.28473 -12.34981
C 5.69845 -24.62500 -13.06360
F 7.58731 -21.33102 -8.83580
Cl 14.29314 -22.58959 -11.03390
H 4.58380 -23.98452 -7.78727
C 12.08379 -24.50587 -7.53893
Cl 10.86840 -22.55252 -17.04365
H 14.71545 -18.02878 -10.66788
H 11.10123 -24.62723 -7.07653
H 11.06251 -24.39136 -14.52852
H 5.95491 -25.26869 -13.90239
O 9.05375 -20.37906 -11.77636
H 4.13266 -22.39028 -7.04545
H 11.97764 -23.65782 -8.21009
H 9.48102 -22.36655 -15.15067
C 10.78917 -25.39994 -14.86214
H 11.51932 -24.47442 -11.47322
H 13.36257 -16.91950 -10.73402
H 9.19516 -21.11581 -16.42224
Cl 6.16635 -19.02902 -15.75938
O 9.63308 -21.99668 -10.36961
H 6.78258 -20.06050 -13.72841
H 9.56842 -17.07625 -10.13639
Cl 11.24251 -26.47022 -13.50975
H 15.25388 -21.33846 -13.37150
H 13.13751 -25.28588 -5.82437
C 10.57493 -24.04199 -11.14786
H 2.96130 -23.39708 -7.82805
H 7.77840 -18.68541 -14.21186
F 1.51053 -19.71490 -11.68529
C 16.09746 -21.85457 -12.91914
H 11.54401 -22.11884 -11.10083
H 14.08479 -24.32446 -7.01121
C 9.30933 -25.37582 -15.11976
O 4.13777 -20.36875 -11.12100
H 13.71886 -18.85260 -8.51561
O 3.18058 -21.42480 -9.36941
C 4.00086 -23.07126 -7.88732
C 6.75742 -19.03063 -14.06475
H 5.50243 -22.81785 -14.19253
H 11.45887 -25.55155 -15.70395
Cl 6.44834 -16.37206 -13.64672
H 9.13341 -24.65846 -15.92371
C 15.95124 -22.08034 -11.41366
H 8.74522 -25.03441 -14.25510
F 2.21461 -18.46628 -10.10746
Cl 7.60329 -22.66063 -13.22497
H 4.12906 -23.11840 -9.99695
H 4.64990 -24.84403 -12.86106
H 9.06819 -16.66647 -11.75050
Cl 12.49960 -25.87649 -8.64832
Cl 11.04522 -15.56423 -11.25686
C 9.93220 -21.64046 -15.81951
H 16.17832 -22.79953 -13.45440
C 5.90475 -23.13906 -13.23427
Cl 12.90490 -22.95314 -5.51490
C 6.02458 -18.07038 -13.16257
H 5.44902 -22.60727 -12.40236
Cl 14.90181 -16.52426 -8.92652
H 8.35366 -14.43114 -11.15657
Cl 17.54157 -20.84785 -13.16045
H 5.21898 -21.97547 -9.51305
C 4.25041 -22.36466 -9.19783
H 10.45282 -24.30141 -10.09243
C 8.50042 -15.14536 -10.35168
C 9.43796 -16.24020 -10.81827
H 12.27694 -17.84410 -8.74561
C 10.80344 -20.64857 -15.07080
H 8.85871 -14.67010 -9.44267
Cl 8.65607 -26.94911 -15.61284
Cl 6.57575 -25.27281 -11.63521
C 13.02564 -18.44397 -9.25309
C 8.98463 -20.90069 -10.69986
H 16.66677 -22.81567 -11.06131
C 10.56427 -22.54158 -11.31727
C 8.02642 -20.36746 -9.63656
F 8.66834 -19.43113 -8.90897
C 13.95615 -17.53950 -10.06523
Cl 12.33777 -19.72498 -10.22751
H 6.27795 -18.13932 -12.10951
H 9.77906 -24.61840 -11.62232
C 1.93779 -19.71761 -10.43460
H 4.94479 -18.11057 -13.27433
H 16.10139 -21.12718 -10.91564
F 6.99949 -19.76632 -10.22894
C 13.14674 -24.40891 -6.46117
F 0.97753 -20.16049 -9.66295
*
```